{"formula": "C14H30MoN3O2PSi", "method": "wB97M-V/def2-TZVPD", "homo_lumo_gap_ev": [6.13, 6.14], "spin_multiplicity": 1, "total_charge": 2, "symbols": ["Mo", "Si", "P", "N", "H", "C", "H", "H", "H", "C", "H", "H", "H", "C", "H", "H", "H", "C", "H", "H", "H", "H", "H", "C", "C", "C", "C", "C", "C", "H", "H", "H", "H", "H", "C", "O", "C", "H", "H", "H", "C", "H", "H", "H", "N", "C", "N", "O", "H", "H", "H", "H"], "coordinates": [[0.2035, 0.0727, -0.0042], [-0.6676, 2.2498, -0.4885], [-2.0459, -0.7816, 0.0616], [0.5942, -0.5317, -1.6651], [-0.8875, -0.7681, 1.3256], [-2.5343, -2.4793, 0.5095], [-3.6127, -2.6086, 0.3452], [-2.2949, -2.6654, 1.5619], [-1.9776, -3.1939, -0.1079], [-3.2845, 0.2406, 0.9249], [-4.2577, -0.2551, 0.8175], [-3.3299, 1.2477, 0.4967], [-3.0182, 0.3219, 1.9843], [-2.6359, -0.7451, -1.6766], [-3.6843, -1.0751, -1.6964], [-2.0408, -1.4255, -2.2965], [-2.5705, 0.2582, -2.1090], [-1.1541, 3.4948, 0.8645], [-0.2958, 3.6234, 1.5361], [-2.0217, 3.1330, 1.4279], [-1.3921, 4.4482, 0.3743], [0.4082, 3.0247, -1.1831], [-1.8801, 2.3479, -1.3672], [0.8957, -0.6427, -2.9666], [1.8082, -1.9389, -4.8157], [1.5617, -1.8042, -3.4599], [0.5482, 0.3938, -3.8909], [0.8040, 0.2303, -5.2445], [1.4311, -0.9301, -5.7151], [2.3021, -2.8386, -5.1811], [1.8400, -2.5673, -2.7286], [0.0713, 1.3010, -3.4987], [0.5153, 1.0155, -5.9441], [1.6319, -1.0474, -6.7812], [-0.1592, 0.6462, 3.3625], [-0.2715, 1.1588, 2.2250], [0.8460, -0.3972, 3.6978], [0.6181, -0.8132, 4.6870], [1.8485, 0.0600, 3.7392], [0.8616, -1.2175, 2.9682], [-0.9124, 1.2039, 4.5318], [-1.3441, 0.3816, 5.1154], [-1.7048, 1.8860, 4.2200], [-0.2073, 1.7401, 5.1826], [3.6051, -1.5570, 1.6602], [3.4789, -0.3026, 1.1441], [4.5454, 0.5088, 1.3452], [2.4577, 0.1145, 0.5507], [4.5002, -1.8587, 2.0256], [2.8877, -2.2398, 1.4635], [4.5150, 1.4295, 0.9357], [5.4055, 0.1514, 1.7366]], "nbo_charge": [0.74, 0.63, 1.15, -0.32, 0.04, -0.95, 0.27, 0.25, 0.26, -0.94, 0.27, 0.27, 0.25, -0.94, 0.26, 0.25, 0.26, -1.04, 0.24, 0.23, 0.26, -0.11, -0.14, 0.02, -0.21, -0.13, -0.13, -0.20, -0.09, 0.25, 0.23, 0.24, 0.25, 0.25, 0.68, -0.62, -0.74, 0.26, 0.28, 0.24, -0.73, 0.26, 0.25, 0.28, -0.81, 0.82, -0.79, -0.75, 0.42, 0.42, 0.43, 0.42]}


{"formula": "C14H30N7O4S2", "method": "wB97M-V/def2-TZVPD", "homo_lumo_gap_ev": 5.15, "spin_multiplicity": 1, "total_charge": 1, "symbols": ["C", "S", "O", "O", "N", "C", "N", "N", "N", "C", "C", "C", "C", "C", "C", "C", "S", "C", "N", "N", "C", "O", "H", "H", "H", "H", "H", "H", "H", "H", "H", "H", "H", "H", "H", "H", "H", "H", "H", "H", "H", "H", "H", "H", "H", "C", "O", "N", "C", "C", "H", "H", "H", "H", "H", "H", "H"], "coordinates": [[3.4117, -1.7013, 2.8846], [4.1073, -0.0068, 2.6477], [5.6156, -0.1500, 2.7618], [3.6964, 0.9086, 3.7859], [3.8194, 0.6914, 1.0824], [2.5264, 0.3145, 0.5013], [2.5354, -0.7072, -0.3880], [1.3569, 1.0832, 0.8970], [0.7744, 0.6012, 2.0749], [0.3792, 1.2785, -0.2150], [-1.0643, 1.8013, 0.2465], [-2.0937, 0.5370, 0.0706], [-3.2581, 0.5449, 1.1915], [-4.0070, -0.8886, 1.3279], [-3.3568, -1.7952, 2.5073], [-2.0366, -2.4678, 1.8903], [-1.9847, -4.3365, 2.1357], [-0.5023, -4.8065, 1.1224], [0.0811, -6.0794, 0.8658], [1.1693, -5.7755, 0.0914], [1.2428, -4.3809, -0.1300], [0.1621, -3.7158, 0.5144], [2.2853, -1.7205, 3.1189], [3.9185, -2.1244, 3.8311], [3.6846, -2.4411, 2.0462], [4.5928, 0.3671, 0.4789], [2.1252, -0.5397, -1.3267], [2.9702, -1.6220, -0.2241], [0.8173, -0.4251, 2.1533], [1.2748, 1.0630, 2.8625], [0.2520, 0.3576, -0.8993], [0.8119, 2.0980, -0.9065], [-1.4438, 2.5989, -0.4791], [-1.1128, 2.2082, 1.3066], [-2.6267, 0.5531, -0.9433], [-1.4442, -0.3955, 0.1714], [-4.0600, 1.2716, 0.7994], [-2.8195, 0.8694, 2.1946], [-5.1158, -0.6690, 1.5434], [-4.0080, -1.4533, 0.3212], [-4.0778, -2.5726, 2.9201], [-3.0951, -1.0591, 3.3541], [-2.0938, -2.3359, 0.7464], [-1.0717, -1.9704, 2.2821], [2.0401, -3.8206, -0.7153], [-1.0902, 2.0935, -4.1659], [-1.6432, 1.7646, -3.1300], [-0.4328, 3.2686, -4.3683], [0.2013, 3.5880, -5.6326], [-0.3648, 4.2313, -3.2857], [-1.0823, 1.4366, -5.0503], [1.2691, 3.7499, -5.4651], [-0.2470, 4.4990, -6.0360], [0.0711, 2.7775, -6.3511], [0.1294, 3.7708, -2.4263], [-1.3787, 4.5162, -2.9950], [0.1900, 5.1172, -3.5959]], "nbo_charge": [-0.88, 2.08, -0.87, -0.84, -0.77, 0.76, -0.80, -0.31, -0.59, -0.25, -0.42, -0.40, -0.41, -0.40, -0.43, -0.52, 0.28, 0.32, -0.26, -0.23, 0.18, -0.47, 0.26, 0.33, 0.26, 0.44, 0.46, 0.45, 0.35, 0.41, 0.19, 0.22, 0.25, 0.24, 0.25, 0.17, 0.22, 0.20, 0.23, 0.21, 0.24, 0.22, 0.23, 0.20, 0.19, 0.53, -0.65, -0.43, -0.40, -0.41, 0.12, 0.20, 0.21, 0.22, 0.19, 0.22, 0.22]}


{"formula": "C14H30NO10P2PbSSe", "method": "wB97M-V/def2-TZVPD", "homo_lumo_gap_ev": 8.94, "spin_multiplicity": 1, "total_charge": 1, "symbols": ["Pb", "C", "C", "C", "O", "P", "O", "C", "P", "O", "O", "C", "C", "C", "O", "C", "C", "C", "O", "C", "C", "C", "H", "H", "H", "H", "H", "H", "H", "H", "H", "H", "H", "H", "H", "H", "H", "H", "H", "H", "H", "H", "H", "H", "H", "H", "H", "H", "H", "H", "H", "H", "O", "Se", "O", "O", "O", "S", "C", "N"], "coordinates": [[2.0009, 0.8352, -2.0558], [-3.9249, 2.7510, -2.2076], [-2.4349, 2.9251, -2.0265], [-1.6279, 2.1544, -3.0488], [-2.1591, 2.4744, -0.6588], [-0.8446, 2.1384, 0.1022], [0.4168, 2.2390, -0.6864], [-1.1412, 0.4458, 0.7123], [0.2173, -0.6909, 0.4568], [0.7033, -0.6106, -0.9656], [1.2669, -0.2347, 1.5155], [2.3486, -1.0200, 2.1625], [3.0764, -1.8816, 1.1571], [1.7715, -1.7871, 3.3301], [-0.2059, -2.1253, 0.8705], [-1.1920, -3.0464, 0.2590], [-2.4694, -2.9544, 1.0624], [-1.3845, -2.7952, -1.2184], [-0.9452, 3.0994, 1.3266], [-0.0246, 3.3632, 2.4395], [-0.2438, 2.3506, 3.5435], [1.4157, 3.4428, 1.9825], [-4.2284, 3.1723, -3.1656], [-4.4718, 3.2601, -1.4162], [-4.1891, 1.6924, -2.1959], [-2.1741, 3.9838, -2.0501], [-1.7542, 1.0778, -2.9126], [-0.5706, 2.4045, -2.9995], [-1.9871, 2.4104, -4.0455], [-2.0177, 0.0547, 0.1921], [-1.3802, 0.4737, 1.7760], [3.0038, -0.2288, 2.5252], [2.4160, -2.6357, 0.7252], [3.8911, -2.3994, 1.6637], [3.5130, -1.2854, 0.3555], [1.1365, -2.6031, 2.9894], [1.1945, -1.1293, 3.9800], [2.5897, -2.2077, 3.9149], [-0.7223, -4.0157, 0.4157], [-3.0174, -2.0350, 0.8458], [-2.2657, -3.0076, 2.1310], [-3.1148, -3.7924, 0.7981], [-1.8633, -1.8275, -1.3951], [-2.0468, -3.5676, -1.6097], [-0.4386, -2.8293, -1.7536], [-0.3599, 4.3437, 2.7730], [0.1451, 1.3709, 3.2625], [-1.3012, 2.2706, 3.7960], [0.2900, 2.6766, 4.4365], [1.7929, 2.4598, 1.6968], [2.0204, 3.8144, 2.8102], [1.5269, 4.1241, 1.1408], [4.6806, -3.3722, -2.2891], [3.2996, -2.6305, -2.5000], [1.9369, -3.2335, -1.9276], [3.4182, -0.9965, -2.2972], [3.0624, -2.6750, -4.3263], [1.5511, -2.7748, -4.9227], [1.0189, -1.2315, -4.4542], [0.7964, -0.1846, -4.0201]], "nbo_charge": [1.66, -0.62, 0.12, -0.64, -0.84, 2.49, -1.19, -1.27, 2.51, -1.22, -0.86, 0.13, -0.66, -0.64, -0.84, 0.12, -0.63, -0.65, -0.83, 0.12, -0.64, -0.64, 0.23, 0.23, 0.21, 0.20, 0.21, 0.21, 0.24, 0.30, 0.30, 0.20, 0.24, 0.25, 0.22, 0.23, 0.22, 0.24, 0.21, 0.20, 0.23, 0.24, 0.19, 0.24, 0.26, 0.21, 0.21, 0.23, 0.24, 0.21, 0.23, 0.23, -0.92, 2.75, -1.00, -1.16, -0.88, 0.74, 0.14, -0.49]}


{"formula": "C14H30NO3P2Tb", "method": "wB97M-V/def2-TZVPD", "homo_lumo_gap_ev": [6.49, 6.76], "spin_multiplicity": 7, "total_charge": 2, "symbols": ["Tb", "P", "C", "C", "N", "C", "C", "C", "C", "C", "P", "H", "H", "H", "H", "H", "H", "H", "H", "O", "H", "H", "O", "H", "C", "H", "H", "H", "C", "H", "H", "H", "C", "H", "H", "H", "C", "H", "H", "H", "C", "C", "C", "O", "H", "H", "H", "H", "H", "H", "H"], "coordinates": [[0.2170, -0.5018, 0.5830], [-2.3202, -0.8938, -0.4943], [-1.3346, -1.8219, -1.6829], [-0.3139, -1.1366, -2.4397], [0.6212, -0.3915, -1.7343], [1.5182, 0.3204, -2.4377], [1.5038, 0.3534, -3.8147], [0.6159, -0.4399, -4.5365], [-0.2658, -1.2389, -3.8273], [2.5431, 1.1784, -1.7660], [3.1045, 0.7055, -0.1424], [-0.9875, -1.9427, -4.2693], [2.1876, 0.9977, -4.3438], [0.5824, -0.4837, -5.6244], [3.4735, 1.1550, -2.3599], [2.1726, 2.2161, -1.7143], [-0.3022, -2.9111, -0.7166], [-1.8548, -2.6391, -2.1851], [1.7818, -2.7863, 1.7729], [0.2040, -2.9791, 0.0958], [0.8981, -3.5512, -0.2454], [2.0881, 0.0382, 0.5607], [2.3306, -2.1080, 2.1530], [1.7229, -1.8412, 2.8622], [4.4472, -0.4531, -0.3199], [5.2366, 0.1092, -0.8383], [4.7768, -0.8040, 0.6629], [4.1059, -1.3002, -0.9171], [3.6224, 2.1347, 0.7849], [3.8423, 1.8773, 1.8345], [4.5517, 2.4606, 0.2857], [2.8743, 2.9447, 0.7557], [-3.3205, -0.0231, -1.8013], [-3.9156, -0.7842, -2.3439], [-3.9617, 0.7053, -1.2727], [-2.6219, 0.4894, -2.4917], [-3.4724, -2.2205, 0.0600], [-4.0201, -1.7962, 0.9172], [-4.1719, -2.4881, -0.7506], [-2.8983, -3.1032, 0.3874], [-0.5330, 3.4560, 0.9852], [-0.7747, 2.3784, 2.0153], [-2.2252, 2.3073, 2.4305], [-0.2963, 1.1394, 1.5744], [-1.0718, 3.2434, 0.0532], [0.5311, 3.5787, 0.7602], [-0.9035, 4.4117, 1.3626], [-0.2056, 2.6409, 2.9090], [-2.8773, 1.9932, 1.6077], [-2.3678, 1.6288, 3.2769], [-2.5582, 3.2992, 2.7471]], "mulliken_spin": [5.99, -0.02, 0.01, 0.00, 0.02, 0.00, 0.00, 0.00, 0.00, 0.00, -0.01, 0.00, 0.00, 0.00, 0.00, 0.00, 0.00, 0.00, 0.00, 0.01, 0.00, 0.03, 0.00, 0.00, 0.00, 0.00, 0.00, 0.00, 0.00, 0.00, 0.00, 0.00, 0.00, 0.00, 0.00, 0.00, 0.00, 0.00, 0.00, 0.00, 0.00, 0.00, 0.00, -0.01, 0.00, 0.00, 0.00, 0.00, 0.00, 0.00, 0.00]}